No. 1
Molecular formula: C21H42INO
Method: DFT, wB97M-V/def2-TZVPD

## Properties
Kohn-Sham gap = 4.4 eV
relative energy (zero: lowest compared OMol25 entry of this formula, charge and spin) = 44.1 kJ/mol
highest occupied orbital energy = -4.9 eV

Element x y z (Å)
C -0.26325 0.04320 4.78459
C -0.34435 -0.03008 3.49600
C 0.75938 -0.81126 2.80914
N 0.55802 -1.07632 1.35013
C 0.37697 0.23826 0.66163
C 0.49358 0.09444 -0.86689
C 0.36502 -1.36307 -1.42768
C -0.38527 -1.27367 -2.79351
C 0.62936 -1.00758 -3.93024
C 0.18816 0.11148 -4.93488
C 1.29940 1.17644 -5.11542
C 1.08688 2.44375 -4.25537
C -0.27744 3.15254 -4.50949
C -0.97225 3.51269 -3.16906
C -2.34258 2.81238 -2.98874
C -0.26116 -2.44313 -0.47128
C -0.59929 -1.93724 0.95380
C -1.00709 -3.03763 1.96431
I -1.39370 -4.99209 1.04138
C -2.31378 -2.65972 2.74534
C -3.63629 -3.02746 2.02683
H -0.93792 0.61414 5.40892
H 0.58816 -0.43752 5.28682
H -1.15464 0.48375 2.98525
H 0.96718 -1.70125 3.40305
H 1.66559 -0.19521 2.88306
H 1.40598 -1.54172 1.01414
H 1.08940 0.94377 1.09237
H -0.60146 0.66459 0.87194
H 1.49195 0.45548 -1.13591
H -0.22262 0.75717 -1.35615
H 1.37549 -1.68249 -1.69052
H -0.79646 -2.27460 -2.96897
H -1.19920 -0.54615 -2.76040
H 0.81642 -1.91181 -4.51691
H 1.61441 -0.70866 -3.55523
H 0.02476 -0.30938 -5.92888
H -0.72499 0.55266 -4.53176
H 1.38164 1.49426 -6.16032
H 2.28243 0.76957 -4.84917
H 1.26901 2.23245 -3.19592
H 1.87042 3.15589 -4.54309
H -0.92638 2.52407 -5.12519
H -0.07493 4.05720 -5.08638
H -0.37711 3.25390 -2.28917
H -1.14332 4.59376 -3.17159
H -2.18070 1.73301 -2.89252
H -2.78068 3.17759 -2.05480
H -3.00103 3.05223 -3.82513
H -1.18642 -2.77515 -0.93620
H 0.46734 -3.25551 -0.41820
H -1.47663 -1.29972 0.81699
H -0.25945 -3.27788 2.71782
H -2.25848 -3.13935 3.72380
H -2.37151 -1.58204 2.91766
H -4.01382 -4.00670 2.31187
H -4.37894 -2.31057 2.40337
H -3.59297 -2.86950 0.94731
C 3.17948 1.64517 5.13086
C 3.15838 1.18016 6.61101
O 2.33579 0.12819 6.75454
H 2.18164 1.95366 4.79852
H 3.85204 2.50856 5.00087
H 3.53945 0.84600 4.47178
H 2.90941 2.10039 7.19500
H 4.23303 1.02165 6.87488

=====

No. 2
Molecular formula: C21H42NO11S6
Method: DFT, wB97M-V/def2-TZVPD

## Properties
Kohn-Sham gap = 5.8 eV
relative energy (zero: lowest compared OMol25 entry of this formula, charge and spin) = 240.0 kJ/mol
total charge = +1
highest occupied orbital energy = -11.9 eV

Element x y z (Å)
N 4.93864 0.51288 5.78558
C 4.05859 1.46035 5.53436
O 2.92957 2.13671 4.81253
S 1.46821 1.33108 5.30257
H 1.63170 -0.01841 4.86193
H 1.55120 1.23704 6.72185
C 0.31972 0.54568 -0.41205
C 1.73193 1.07866 -0.17501
C 1.88563 1.31869 1.32593
S 0.78318 0.16669 2.13164
O -0.25767 0.91729 2.80199
O 1.56562 -0.84846 2.80818
C 0.10370 -0.53214 0.63981
H 0.19996 0.14897 -1.42443
H -0.40828 1.35439 -0.27628
H 2.46390 0.33194 -0.50603
H 1.91902 1.99554 -0.74267
H 2.91001 1.13520 1.65984
H 1.57918 2.33117 1.60277
H -0.94809 -0.78182 0.78938
H 0.67533 -1.43431 0.40238
C 2.72759 -4.99652 -1.80341
C 4.12579 -4.41930 -2.01891
C 3.96196 -2.94515 -2.38511
S 2.44148 -2.40568 -1.61779
O 1.49237 -2.07369 -2.65947
O 2.75142 -1.49652 -0.53252
C 1.99510 -3.98820 -0.93078
H 2.76373 -5.98357 -1.33323
H 2.21713 -5.09897 -2.76849
H 4.70352 -4.50683 -1.09074
H 4.67174 -4.96120 -2.79748
H 4.79246 -2.34248 -2.00884
H 3.86291 -2.80979 -3.46563
H 0.91092 -4.11136 -0.94948
H 2.36054 -4.02058 0.09998
C 0.30752 7.32161 1.00061
C 0.10048 6.54400 2.29948
C -0.67048 5.27107 1.95402
S -0.25500 4.87912 0.26127
O -1.44720 5.01477 -0.54890
O 0.56821 3.68658 0.23616
C 0.78376 6.29937 -0.02065
H 1.03045 8.13326 1.12402
H -0.64370 7.76084 0.67705
H 1.07587 6.28022 2.72606
H -0.43421 7.13896 3.04650
H -0.38265 4.43841 2.60082
H -1.75090 5.42997 2.00973
H 0.67815 6.64088 -1.05176
H 1.81833 6.00111 0.17368
C -6.03103 4.70097 0.98046
C -6.81664 5.92476 0.51167
C -6.02398 7.16408 0.92375
S -4.30890 6.66643 0.97387
O -3.84676 6.74350 2.34377
O -3.59766 7.29539 -0.12112
C -4.58862 4.95395 0.56792
H -6.41846 3.77700 0.54137
H -6.09987 4.61307 2.07132
H -6.91714 5.89733 -0.58016
H -7.82632 5.94352 0.93368
H -6.14538 7.97711 0.20350
H -6.30694 7.50617 1.92304
H -3.87323 4.32261 1.09764
H -4.46268 4.84144 -0.51306
C -0.10644 -10.34717 -2.85859
C -0.89205 -9.12338 -3.32738
C -0.09939 -7.88405 -2.91530
S 1.61569 -8.38171 -2.86518
O 2.07783 -8.30464 -1.49528
O 2.32693 -7.75275 -3.96016
C 1.33597 -10.09419 -3.27113
H -0.49387 -11.27114 -3.29768
H -0.17528 -10.43507 -1.76773
H -0.99255 -9.15081 -4.41921
H -1.90173 -9.10462 -2.90537
H -0.22079 -7.07103 -3.63555
H -0.38236 -7.54197 -1.91601
H 2.05136 -10.72553 -2.74141
H 1.46191 -10.20670 -4.35211

=====

No. 3
Molecular formula: C21H42O17
Method: DFT, wB97M-V/def2-TZVPD

## Properties
Kohn-Sham gap = 10.0 eV
SMILES string = COC(=O)OC.COC(=O)OC.COC(=O)OC.COC(=O)OC.COC(=O)OC.CC(C)=O.CC(C)=O
highest occupied orbital energy = -9.7 eV

Element x y z (Å)
C -2.75278 5.39429 -0.09865
O -2.27922 6.62277 -0.68800
C -3.16500 7.45878 -1.17130
O -4.35191 7.28002 -1.28653
O -2.55710 8.65174 -1.39598
C -3.24497 9.91101 -1.50818
H -3.18126 4.79360 -0.90095
H -3.55526 5.61814 0.60421
H -1.90129 4.88953 0.35771
H -3.76352 10.01035 -2.46178
H -2.51052 10.70824 -1.39372
H -3.93587 10.05985 -0.67837
C -1.54639 -4.65898 -6.33521
O -2.40566 -5.85275 -6.44679
C -3.67010 -5.61776 -6.75323
O -4.28347 -4.55044 -6.75087
O -4.20280 -6.84784 -7.12632
C -5.57041 -7.06821 -7.17721
H -0.49913 -4.94111 -6.22676
H -1.75472 -4.01112 -5.48375
H -1.51990 -4.05763 -7.24393
H -5.66305 -8.07971 -7.57265
H -6.07855 -6.33150 -7.79944
H -6.05681 -7.07983 -6.20182
C 6.25206 -3.64269 6.91705
O 7.10071 -2.54577 6.57786
C 7.46324 -2.42838 5.28487
O 7.24506 -3.28047 4.44527
O 8.17597 -1.35045 5.13467
C 8.89032 -1.12013 3.92229
H 5.26882 -3.53603 6.45884
H 6.03602 -3.82343 7.97003
H 6.67137 -4.59729 6.59920
H 8.49465 -1.59102 3.02239
H 9.96274 -1.31363 3.89834
H 8.80883 -0.06186 3.67427
C -0.82866 -4.20202 1.53268
O -1.52294 -3.69029 0.39965
C -2.65786 -3.06321 0.44770
O -3.35532 -2.94065 1.45541
O -2.99292 -2.69591 -0.75963
C -4.35346 -2.25103 -1.01953
H -0.36970 -5.13586 1.20801
H -1.41876 -4.41347 2.42440
H -0.06846 -3.48798 1.84946
H -4.38280 -1.74085 -1.98231
H -4.80366 -1.57512 -0.29251
H -5.02677 -3.10727 -1.05959
C -0.75856 -0.56728 7.38006
O -0.91936 -0.81539 8.78502
C -0.90002 -2.08622 9.31787
O -0.60876 -3.13199 8.72871
O -1.06692 -2.02189 10.62141
C -0.86537 -3.19236 11.42396
H -0.73635 0.48182 7.08510
H -1.53966 -1.09331 6.83118
H 0.12890 -1.06331 6.98703
H 0.10852 -3.65615 11.26732
H -1.55485 -4.02287 11.27247
H -0.84494 -2.86750 12.46423
C 3.76839 -0.94634 -1.31619
C 2.80400 0.21071 -1.01723
C 2.26473 0.95744 -2.18905
O 2.47255 0.51350 0.14559
H 4.78179 -0.60056 -1.52006
H 3.28622 -1.43322 -2.16387
H 3.79262 -1.59560 -0.44098
H 1.85220 0.22524 -2.88318
H 2.97254 1.59567 -2.71798
H 1.42747 1.56664 -1.84851
C 1.31428 6.29307 -7.26189
C -0.12293 6.44585 -6.96175
C -0.74501 7.73215 -7.39216
O -0.81281 5.48865 -6.58355
H 1.88680 6.77955 -6.47217
H 1.67026 6.85743 -8.12379
H 1.64976 5.26247 -7.37772
H -1.80177 7.62772 -7.14629
H -0.67187 7.79338 -8.47798
H -0.37072 8.55630 -6.78488